C61H67O2P2S2Sr as an isolated structure at a distorted geometry. Source: OMol25; level of theory: the ωB97M-V functional and the def2-TZVPD basis.

Output
Kohn-Sham gap: 3.933 eV
LUMO level: -3.4568 eV
HOMO: -0.272 hartree
net charge: +1
E: -4024.05196 Ha
energy above the lowest of the compared OMol25 structures with the same formula, charge and spin: 13.256 eV

Structure (XYZ):
```
135
Properties=species:S:1:pos:R:3:forces:R:3
Sr -0.47294 -0.14745 -0.19072 0.46 -12.35 -14.82
O -0.76736 -0.14570 3.09337 -0.05 -0.25 0.06
S 0.17743 0.17630 1.99842 2.90 -1.87 9.74
C 1.46013 -1.03588 2.20481 0.13 -0.22 -0.75
C 1.64893 -1.71297 3.39287 0.04 -0.14 0.11
C 2.83599 -2.41578 3.51482 -0.17 0.13 0.03
C 3.77464 -2.40250 2.47715 0.17 -0.04 -0.15
C 3.55561 -1.72017 1.29193 -0.10 -0.34 0.01
C 2.34664 -1.05082 1.13930 -0.95 0.24 0.96
P 1.97138 0.42014 0.12346 9.33 -2.58 -1.42
C 3.47192 1.28110 0.84055 0.84 0.25 0.25
C 3.75995 1.15675 2.21563 -0.06 0.00 -0.38
C 4.74290 1.88909 2.83748 0.09 -0.11 -0.09
C 5.53139 2.75518 2.09133 0.14 0.08 0.20
C 5.35403 2.80845 0.72849 0.06 0.05 -0.25
C 4.35527 2.06567 0.10673 -0.19 -0.16 0.06
C 2.72169 -0.24836 -1.44412 -0.74 -0.43 -0.02
C 3.47351 0.45675 -2.37858 0.10 -0.19 -0.22
C 4.19095 -0.23111 -3.34568 -0.02 0.15 0.03
C 4.12151 -1.61201 -3.42692 -0.01 0.00 0.07
C 3.24575 -2.29860 -2.60172 -0.01 -0.40 0.10
C 2.53298 -1.62691 -1.62641 0.07 0.89 -0.06
C 1.03953 1.58189 2.57775 0.23 0.76 0.07
C 1.17527 1.74115 3.94782 0.15 0.08 -0.16
C 1.69184 2.94420 4.38270 -0.06 -0.18 0.13
C 2.00026 3.93571 3.45028 0.18 0.24 -0.04
C 1.82270 3.76106 2.09185 0.25 -0.14 -0.11
C 1.39331 2.52007 1.61007 -1.29 -0.55 1.41
P 0.42640 1.99507 0.12848 5.14 10.26 -0.79
C 1.40895 2.38140 -1.37555 -0.54 1.14 -0.04
C 0.88299 2.03836 -2.62473 0.42 -0.03 0.50
C 1.28253 2.75551 -3.73918 -0.19 -0.19 -0.23
C 2.17254 3.81260 -3.60879 0.04 0.14 -0.05
C 2.64496 4.19490 -2.35988 0.09 -0.06 0.16
C 2.23179 3.49757 -1.23782 0.21 -0.34 -0.62
C -0.26320 3.77892 0.20185 -1.37 0.24 0.28
C -0.90542 4.13180 1.39944 0.70 0.36 -0.30
C -1.72420 5.24167 1.51338 0.12 -0.24 -0.04
C -1.88328 6.05274 0.40515 -0.29 0.30 0.11
C -1.25698 5.73770 -0.79090 0.08 -0.03 -0.35
C -0.49271 4.59028 -0.91110 0.25 -0.23 0.30
H 0.89624 -1.62478 4.16607 0.09 -0.20 0.08
H 3.06003 -2.93425 4.43709 0.01 -0.07 -0.03
H 4.72270 -2.90322 2.62160 -0.01 -0.06 0.00
H 4.31715 -1.65362 0.52688 0.02 -0.12 -0.01
H 3.15512 0.51806 2.82499 0.03 -0.23 0.23
H 4.89288 1.77305 3.90276 0.02 0.03 0.01
H 6.29202 3.35264 2.57513 0.04 0.01 -0.03
H 5.99193 3.43144 0.11523 0.05 0.00 0.01
H 4.28083 2.10933 -0.96141 0.09 0.17 0.07
H 3.49980 1.53211 -2.40820 0.04 0.00 0.03
H 4.80905 0.32976 -4.03386 0.00 -0.02 -0.04
H 4.72085 -2.13865 -4.15622 -0.05 -0.06 -0.04
H 3.11718 -3.36779 -2.70542 -0.06 -0.03 -0.08
H 1.74455 -2.09041 -1.04472 0.53 -0.57 0.03
H 0.83835 0.93191 4.58631 0.04 0.23 0.20
H 1.80220 3.13803 5.44082 0.06 0.03 0.01
H 2.34305 4.90008 3.80213 0.02 0.00 0.03
H 1.94096 4.60774 1.42899 0.13 -0.03 0.05
H 0.19865 1.19966 -2.69890 -0.02 0.07 -0.38
H 0.87546 2.50024 -4.70802 0.06 -0.03 -0.06
H 2.48197 4.36742 -4.48400 -0.03 -0.01 -0.05
H 3.30806 5.04281 -2.24932 0.00 0.02 -0.09
H 2.53739 3.76710 -0.24476 0.19 0.33 -0.09
H -0.66878 3.53385 2.25784 -0.27 0.20 0.40
H -2.22669 5.43296 2.45252 0.00 0.16 -0.03
H -2.50830 6.93314 0.47131 0.00 0.03 -0.04
H -1.39504 6.36490 -1.66153 -0.04 0.07 0.03
H -0.09271 4.27555 -1.86807 -0.10 0.34 -0.08
C -2.38072 -2.12604 -2.19070 -0.06 -1.55 -0.20
C -2.47990 -3.30715 -1.34946 -0.29 0.61 -0.31
C -1.68583 -4.31910 -1.91725 0.19 0.06 -0.02
C -1.27769 -3.85198 -3.21535 -0.36 -0.08 0.20
C -1.67216 -2.55487 -3.37663 -0.45 0.71 0.05
C -1.04873 -1.54299 -4.31431 0.01 -0.23 0.63
C 0.37602 -1.48044 -3.72678 -0.62 0.56 -0.57
C -1.03832 -1.91684 -5.79158 -0.03 0.07 0.31
C -1.69782 -0.17635 -4.05663 0.36 -0.59 -0.66
C -0.64603 -5.17840 -1.16322 -0.37 0.62 -0.30
C 0.30788 -5.88182 -2.13715 -0.31 -0.09 0.22
C 0.22748 -4.11085 -0.41123 -0.03 -0.48 0.23
C -1.22029 -6.22290 -0.21083 0.11 0.15 -0.19
C -3.34373 -3.26235 -0.08667 0.61 0.32 -0.18
C -2.37513 -3.12660 1.10813 -0.80 0.16 -0.20
C -4.11482 -1.92812 -0.09029 0.02 -0.96 0.14
C -4.34773 -4.42230 0.03064 0.24 0.14 0.03
H -3.19863 -1.42587 -2.29750 0.10 0.28 0.13
H -0.77635 -4.45246 -3.95849 0.43 0.09 0.06
H 0.87009 -2.43261 -3.88845 0.10 -0.04 0.23
H 0.19470 -1.30989 -2.63919 0.60 -0.08 -0.73
H 0.95462 -0.68805 -4.21407 0.30 0.19 0.27
H -0.53904 -2.87427 -5.92987 0.00 -0.08 -0.07
H -0.51048 -1.16178 -6.37731 0.05 0.01 -0.09
H -2.05609 -2.00258 -6.16768 -0.05 -0.02 -0.06
H -1.58096 -0.00889 -2.97554 -0.29 0.44 -0.31
H -2.74715 -0.21377 -4.34172 -0.15 0.17 0.23
H -1.20375 0.57335 -4.67739 0.06 0.28 0.19
H 0.85902 -5.13698 -2.70608 0.14 -0.11 -0.12
H -0.23937 -6.52795 -2.82189 0.00 -0.03 -0.10
H 1.00656 -6.49965 -1.57004 0.10 -0.03 -0.01
H -0.04078 -3.06853 -0.69110 0.18 -0.61 -0.19
H 1.27288 -4.33617 -0.62774 0.22 0.34 0.13
H 0.08298 -4.19264 0.66296 0.12 0.05 0.18
H -1.60384 -7.06625 -0.78353 -0.07 -0.06 -0.01
H -2.04093 -5.81182 0.36303 -0.03 -0.08 0.17
H -0.44365 -6.59133 0.46171 -0.01 -0.07 0.12
H -1.66062 -2.34219 0.77461 -0.11 -0.62 0.73
H -1.89735 -4.06675 1.34834 0.35 0.06 0.02
H -2.94099 -2.79238 1.97803 0.21 0.15 0.26
H -3.34169 -1.17991 -0.19063 -0.65 0.42 -0.09
H -4.64145 -1.83908 0.85934 -0.02 0.22 0.11
H -4.84847 -1.91122 -0.89271 0.04 0.22 -0.15
H -3.97708 -5.23990 0.64601 0.01 -0.09 0.00
H -4.56345 -4.81338 -0.96070 -0.06 -0.06 -0.03
H -5.27976 -4.07018 0.47313 -0.06 -0.05 0.10
C -5.18309 1.19291 5.78623 -0.08 0.02 -0.09
C -4.35959 1.52927 4.57810 0.04 0.04 0.35
C -3.00557 1.80240 4.73108 -0.11 0.04 -0.41
C -2.22881 1.99751 3.60681 -0.05 0.62 0.09
C -2.78014 1.98529 2.33329 -0.19 -0.56 0.41
C -4.13258 1.70755 2.17139 0.19 0.21 -0.24
C -4.90963 1.51791 3.29857 -0.20 -0.02 -0.21
S -1.54843 1.48966 1.11710 -8.90 4.71 2.29
C -2.08404 2.13848 -0.52483 -1.28 0.82 -0.27
O -2.07735 0.09792 0.85584 -4.68 -0.19 3.60
H -4.84706 1.75737 6.65481 -0.04 -0.01 0.02
H -5.07512 0.13066 6.01501 -0.03 0.01 0.03
H -6.23900 1.39447 5.61795 -0.03 0.00 0.04
H -2.53769 1.80675 5.70717 -0.09 0.01 0.03
H -1.17228 2.13345 3.72413 0.15 0.13 0.11
H -4.53816 1.62505 1.17118 -0.21 -0.10 0.07
H -5.96486 1.30651 3.18249 -0.02 0.01 -0.02
H -2.57552 3.07269 -0.25135 -0.16 0.01 -0.54
H -2.79342 1.44891 -0.98663 -0.03 -0.15 0.34
H -1.25359 2.37461 -1.23272 -1.01 -0.37 0.47
```
Forces are in eV/Å.